52
Properties=species:S:1:pos:R:3:forces:R:3 method="wB97M-V/def2-TZVPD" lumo_ev="2.5250 / 0.9818" spin_multiplicity=5 e_above_lowest_kj_mol=44.96 mol_weight_g_mol=463.28 charge=-1
C 5.4290 1.9579 2.4188 0.72 0.07 -0.02
C 4.0439 1.4419 2.3510 -0.53 -0.19 0.20
C 2.9660 2.3195 2.3278 -0.03 0.01 0.05
F 3.2435 3.6604 2.3939 -0.18 -0.55 -0.06
C 1.6518 1.9175 2.2328 -0.02 -0.33 -0.07
C 1.3519 0.5301 2.1387 0.86 0.22 -0.29
C 0.0597 -0.0113 1.8728 -0.05 -0.69 1.69
C -1.2182 0.5239 2.2150 -0.79 0.19 -0.10
C -1.5116 1.9080 2.3941 0.01 -0.40 -0.20
C -2.8262 2.3183 2.4128 0.03 0.01 0.13
F -3.0992 3.6610 2.4688 0.19 -0.56 0.05
C -3.9100 1.4474 2.3809 0.53 -0.18 0.21
C -5.2945 1.9688 2.4046 -0.71 0.06 -0.05
C -3.6225 0.0742 2.3685 -0.09 0.30 -0.04
C -2.3251 -0.3786 2.2784 0.61 0.04 -0.21
C 2.4516 -0.3780 2.2196 -0.51 0.16 -0.17
C 3.7521 0.0696 2.3288 -0.06 0.32 -0.06
H 6.1211 1.1142 2.4307 0.08 0.11 -0.01
H 5.6635 2.5793 1.5483 0.00 -0.03 0.12
H 5.6158 2.5625 3.3131 -0.10 -0.04 -0.12
H 0.8745 2.6689 2.1777 0.51 -0.10 -0.09
H 0.0560 -1.0720 1.5924 -0.02 0.49 0.23
H -0.7275 2.6481 2.4716 -0.47 -0.06 -0.11
H -5.9895 1.1276 2.4007 -0.07 0.11 -0.01
H -5.5052 2.5782 3.2900 0.10 -0.04 -0.11
H -5.5026 2.5859 1.5248 0.00 -0.02 0.10
H -4.4545 -0.6325 2.3948 0.25 0.17 -0.01
H -2.1166 -1.4517 2.2317 -0.10 0.39 -0.09
H 2.2373 -1.4482 2.1805 0.09 0.32 -0.05
H 4.5788 -0.6401 2.3754 -0.21 0.14 -0.02
O 1.1986 -4.0289 -6.0804 -0.32 0.65 1.04
C 0.5343 -3.3226 -5.4323 1.02 -1.64 -2.41
Fe -0.6937 -2.3296 -4.7050 -1.66 -0.46 -1.85
C -1.5964 -2.0066 -6.2816 -0.12 0.38 0.60
O -2.2321 -2.0967 -7.2455 0.35 0.00 0.18
C -1.6426 -3.7810 -4.3715 -1.90 -1.79 -1.60
O -2.1840 -4.7818 -4.6222 0.49 0.61 0.98
C 1.2446 -0.0452 -2.9420 0.05 -0.09 -0.70
C 1.3104 -0.0546 -1.4372 0.37 0.05 -0.10
C -0.0279 -0.0802 -0.7859 -0.57 0.75 -0.57
C -0.9992 -1.0167 -1.0437 -0.41 -0.66 -0.08
C -0.8998 -2.1084 -1.9403 0.12 0.47 1.48
C 0.1293 -2.2699 -2.9350 1.00 0.63 0.85
C 0.7203 -1.0945 -3.6184 1.14 0.90 1.12
H 1.7015 0.8051 -3.4570 -0.31 -0.14 0.00
H 1.8702 -0.9490 -1.0983 0.00 0.18 -0.20
H 1.8616 0.8325 -1.0938 -0.03 -0.26 0.02
H -0.2720 0.8046 -0.1952 -0.10 -0.36 -0.15
H -1.9166 -0.9599 -0.4449 0.18 0.08 -0.22
H -1.6406 -2.9151 -1.8302 0.32 0.30 0.00
H 0.7775 -3.1499 -2.8269 -0.32 0.04 -0.21
H 0.7635 -1.1022 -4.7519 0.69 0.43 0.90